Entry 1:
21
Properties=species:S:1:pos:R:3:mulliken_charge:R:1 method="wB97M-V/def2-TZVPD" e_tot_ev=-10973.0626 largest_force_ev_per_a=4.1 e_homo_ev=-8.0 total_charge=0 de_lowest_kj_mol=850.6 gap_ev=3.8 e_lumo_ev=-4.2
O -2.04 -1.33 -0.32 -0.781
O 1.23 0.80 -2.13 -0.464
N 1.76 0.84 0.73 -0.213
C 0.43 0.28 -1.39 0.090
C 0.67 0.15 0.09 0.696
C -3.08 1.26 0.40 -0.871
C 0.72 -1.36 0.45 -1.147
C 3.03 0.41 0.22 -0.699
H -0.18 -1.83 0.12 0.353
H -2.26 1.50 -0.36 0.068
H -0.32 0.47 0.53 0.011
H 3.71 1.20 -0.08 0.315
H 3.62 -0.07 1.11 0.333
H -0.48 -0.38 -1.78 0.322
H 1.69 -1.67 -0.01 0.324
H -3.04 0.17 0.51 0.220
H -2.56 -2.08 -0.48 0.146
H 3.02 -0.33 -0.55 0.318
H 0.99 -1.42 1.48 0.385
H -2.87 1.76 1.36 0.261
H -4.02 1.63 0.09 0.334

Entry 2:
15
Properties=species:S:1:pos:R:3:mulliken_charge:R:1 method="wB97M-V/def2-TZVPD" e_tot_ev=-8841.2265 largest_force_ev_per_a=1.0 e_homo_ev=-9.6 total_charge=0 smiles="CC=O.NCO" de_lowest_kj_mol=166.8 gap_ev=10.4 e_lumo_ev=0.9
O 2.15 0.77 1.59 -0.492
O -3.29 1.10 -0.56 -0.520
N -1.31 -0.17 -0.19 -0.532
C 2.01 0.00 0.69 0.251
C -1.87 1.02 -0.78 -0.359
C 2.64 -1.37 0.65 -0.865
H -3.55 1.88 -1.06 0.293
H 2.24 -1.92 -0.19 0.278
H 1.37 0.25 -0.17 0.249
H -1.69 0.97 -1.86 0.327
H 2.43 -1.94 1.55 0.256
H 3.70 -1.33 0.50 0.299
H -1.40 1.90 -0.34 0.335
H -1.82 -0.95 -0.61 0.243
H -1.61 -0.20 0.77 0.237

Entry 3:
113
Properties=species:S:1:pos:R:3:mulliken_charge:R:1 method="wB97M-V/def2-TZVPD" e_tot_ev=-198498.2229 largest_force_ev_per_a=1.5 e_homo_ev=-1.9 total_charge=-2 de_lowest_kj_mol=103.2 gap_ev=5.6 e_lumo_ev=3.7
Te 1.33 -2.20 -1.92 -0.259
Br 3.20 -0.14 -3.77 -0.877
K 0.07 0.37 -0.08 1.098
Cl 4.74 -1.52 -0.65 -0.071
Cl 7.09 -1.56 1.15 -0.241
S 2.32 1.63 1.96 0.834
O 1.02 -1.74 1.05 1.264
O 2.81 -3.40 2.41 -0.445
O -1.50 2.14 0.33 -1.087
N 1.68 4.48 -1.19 -0.107
N -1.77 -0.52 1.46 -0.481
N -3.93 -0.18 -2.99 0.102
N -3.25 -1.64 -1.25 0.131
N 0.84 5.34 -0.65 -0.895
N -0.34 4.05 -2.00 -0.507
N 2.54 1.03 0.54 -0.862
N -0.33 5.04 -1.15 1.174
N -2.83 0.34 1.09 -0.210
N -1.47 5.77 -0.80 -0.805
N -1.68 -0.30 -2.22 0.417
C 3.07 0.27 4.21 -0.409
C 4.14 5.18 1.17 -0.754
C 0.71 -5.25 -4.69 -0.828
C 2.55 4.10 3.18 -0.528
C 0.19 -7.06 -3.19 -0.511
C 5.41 -2.17 0.82 0.158
C -1.26 0.73 -3.15 0.177
C -6.13 3.59 -0.75 -0.536
C -3.77 3.18 -0.87 -0.257
C -4.89 3.87 -1.30 -0.103
C 2.40 -4.26 1.35 -0.675
C 3.00 5.41 3.28 -0.666
C -2.22 0.94 -4.31 -0.963
C -6.24 2.60 0.22 -0.632
C 3.54 0.96 3.10 0.599
C -2.58 1.51 0.56 -0.742
C -5.12 1.90 0.64 0.088
C 4.90 1.08 2.85 -0.591
C 0.60 -2.85 -3.83 -1.078
C -0.09 -1.32 4.50 -0.760
C -3.63 1.02 -3.76 -0.150
C -4.60 -1.80 -0.77 -0.403
C -0.16 -3.71 -1.40 -0.701
C 3.80 5.94 2.27 -0.413
C -1.15 -0.31 2.55 -0.489
C 1.75 -2.83 4.43 -0.666
C -0.10 -1.20 3.11 0.750
C 0.81 -2.12 5.18 -0.721
C 0.43 -4.33 -3.70 0.560
C 1.80 -2.72 3.06 -0.100
C 5.35 -0.13 4.87 -0.525
C 0.59 -6.62 -4.44 -0.496
C 0.95 3.70 -1.99 -0.332
C 3.99 -0.27 5.10 -0.495
C -3.86 2.20 0.11 0.249
C -5.57 -1.63 -1.93 -0.860
C 0.04 -4.78 -2.43 1.026
C -0.08 -6.14 -2.19 -0.697
C 3.69 3.87 1.06 -0.188
C 2.91 3.34 2.07 0.341
C 0.90 -1.88 2.30 0.111
C 5.80 0.54 3.74 -0.713
C -5.31 -0.27 -2.55 -0.236
C -2.91 -0.64 -2.16 -0.782
H 1.35 2.88 -2.56 0.622
H 4.14 6.97 2.35 0.374
H -7.01 4.14 -1.07 0.366
H -2.24 5.13 -0.93 0.513
H -5.38 -2.41 -2.67 0.336
H -1.43 0.55 3.18 0.218
H -0.85 -0.77 5.06 0.360
H 0.11 -8.13 -2.99 0.368
H -0.37 -6.48 -1.20 0.407
H 3.51 1.04 0.22 0.182
H 6.86 0.62 3.55 0.418
H -4.80 4.62 -2.09 0.397
H 1.05 -4.90 -5.66 0.411
H 2.01 0.14 4.36 0.436
H 4.79 -1.90 1.67 -0.278
H 0.83 -7.34 -5.22 0.361
H 2.48 -3.47 4.90 0.397
H -5.94 -0.10 -3.42 0.448
H 4.74 5.60 0.37 0.360
H 6.06 -0.56 5.56 0.369
H -3.74 1.92 -3.14 -0.243
H 1.25 -2.54 -4.64 0.560
H 3.91 3.27 0.18 0.296
H -2.15 0.10 -5.00 0.271
H 2.24 -3.70 0.43 -0.015
H 3.62 -0.82 5.96 0.463
H 2.72 6.01 4.13 0.376
H 5.51 -3.25 0.73 0.341
H -1.37 5.93 0.20 0.332
H 1.93 3.67 3.95 0.434
H -1.12 -3.21 -1.56 0.027
H -0.10 -4.05 -0.37 0.392
H -5.19 1.11 1.38 0.389
H -4.82 -1.06 0.02 0.143
H -1.97 1.85 -4.86 0.474
H -7.21 2.36 0.65 0.385
H -2.79 3.33 -1.31 0.464
H 0.78 -2.20 6.26 0.344
H -4.70 -2.79 -0.33 0.406
H -4.37 1.09 -4.56 0.462
H -0.27 0.45 -3.53 0.289
H -2.54 -1.68 -0.52 0.140
H 1.48 -4.78 1.63 0.321
H 5.25 1.60 1.96 0.344
H -1.13 1.67 -2.60 -0.522
H -0.38 -2.36 -3.94 0.181
H -6.60 -1.70 -1.59 0.424
H 3.19 -4.99 1.21 0.291
H -5.54 0.52 -1.81 -0.067

Entry 4:
13
Properties=species:S:1:pos:R:3:mulliken_spin:R:1 method="wB97M-V/def2-TZVPD" e_tot_ev=-19445.5069 largest_force_ev_per_a=7.1 e_homo_ev="-15.1 / -18.2" total_charge=+2 gap_ev="7.1 / 4.3" e_lumo_ev="-8.0 / -13.9" spin_multiplicity=6
Rh 5.15 3.83 0.79 4.174
O -0.23 0.39 0.89 -0.002
O -2.62 -0.36 -0.49 0.108
O 2.45 0.84 0.03 0.013
O 3.29 2.84 0.78 -0.166
O -2.23 -0.77 -2.71 0.847
O -1.79 -2.15 -0.92 0.125
C -1.83 -1.28 0.25 -0.014
C -2.38 -1.13 -1.59 -0.069
C 2.70 1.88 0.45 -0.018
C -0.45 -0.77 0.65 -0.001
H -2.37 -1.74 1.09 0.003
H 0.32 -1.56 0.78 0.001